The following is a DFT calculation (ωB97M-V with the def2-TZVPD basis set) of a structure of composition C14H9N6O2PtS3 in a non-equilibrium geometry.

XYZ file:
```
35
Properties=species:S:1:pos:R:3:mulliken_charge:R:1
Pt 0.225 0.131 0.202 0.521
N 3.201 2.133 -6.784 -0.565
C 2.190 2.079 -5.838 1.099
C 2.404 2.578 -4.551 -0.748
C 1.408 2.487 -3.598 -0.567
C 0.199 1.903 -3.925 -0.145
C -0.018 1.375 -5.182 -0.189
C 0.973 1.465 -6.141 -0.703
S -1.120 1.935 -2.717 1.084
O -2.381 1.727 -3.384 -0.679
O -0.969 3.168 -1.991 -0.703
N -0.795 0.713 -1.672 -0.462
C -1.172 -0.525 -1.960 0.649
N -1.490 -0.931 -3.193 -0.323
C -1.825 -2.199 -3.335 -0.030
C -1.848 -3.109 -2.287 -0.767
C -1.493 -2.610 -1.038 -0.098
N -1.167 -1.346 -0.871 -0.564
H 3.910 2.831 -6.621 0.225
H 2.903 2.061 -7.745 0.221
H 3.346 3.056 -4.316 0.265
H 1.541 2.880 -2.602 0.430
H -0.971 0.913 -5.381 0.469
H 0.806 1.081 -7.139 0.247
H -2.073 -2.504 -4.345 0.406
H -2.125 -4.142 -2.425 0.360
H -1.481 -3.235 -0.152 0.429
S 0.989 -1.033 2.088 -0.387
C 1.485 0.308 3.058 0.368
C 1.745 0.031 4.402 0.017
N 1.955 -0.235 5.503 -0.501
C 1.688 1.591 2.550 0.479
S 1.503 2.015 0.888 -0.343
C 2.128 2.632 3.377 0.003
N 2.495 3.520 4.012 -0.498
```

Computed properties:
Net charge: -1
E_tot in eV: -63454.8736